Entry from the Open Molecules 2025 dataset: a structure of composition C5H10O (wB97M-V/def2-TZVPD).

Its LUMO energy is 1.0 eV. The relative energy (zero: lowest compared OMol25 entry of this formula, charge and spin) comes out at 84.2 kcal per mole. The highest occupied orbital energy is -8.419 eV. For the HOMO-LUMO gap, the calculation gives 9.5 eV. Its charge is 0. The multiplicity is 1.

CARTESIAN COORDINATES (ANGSTROEM)
C: -1.336 -1.274 -0.205
C: -0.149 -0.680 -0.913
C: -0.316 1.263 -0.616
C: 0.708 0.207 -0.118
C: 0.874 0.078 1.382
O: 1.985 0.410 -0.693
H: -2.185 -1.449 -0.875
H: -0.971 -2.273 0.087
H: -1.698 -0.787 0.713
H: -0.738 0.768 -1.542
H: 0.203 2.125 -1.031
H: -1.110 1.522 0.088
H: 1.477 0.906 1.765
H: 1.401 -0.855 1.606
H: -0.087 0.078 1.905
H: 1.943 -0.039 -1.552